[1]
Entry from OMol25: a cluster of 2 separate species, C8H18ClFIO6P2 in total (ωB97M-V with the def2-TZVPD basis set).

Properties
**2S+1**: 1
**Charge**: -1
**E_HOMO**: -4.63 eV
**HOMO-LUMO gap**: 7.09 eV

Element x y z (Å)
1 O -6.15 2.22 1.60
2 P -5.59 0.76 0.77
3 I -4.86 1.54 -1.49
4 C -4.04 0.03 1.61
5 C -3.43 0.78 2.96
6 O -1.94 0.67 2.79
7 P -1.83 1.15 1.08
8 F -1.04 2.58 1.78
9 C -0.23 0.19 0.67
10 C 1.10 1.12 0.44
11 C 0.94 2.30 -0.69
12 Cl 2.27 3.59 -0.33
13 O -2.97 -0.12 0.58
14 H -6.85 2.60 0.97
15 H -4.47 -0.98 2.09
16 H -3.75 0.26 3.98
17 H -3.81 1.89 3.16
18 H -1.78 1.57 -0.30
19 H -3.01 2.00 1.13
20 H 0.05 -0.61 1.50
21 H -0.42 -0.43 -0.32
22 H 1.42 1.60 1.45
23 H 1.95 0.38 0.04
24 H 1.08 1.96 -1.80
25 H -0.08 2.89 -0.61
26 C 4.50 -3.44 0.15
27 O 4.74 -3.37 -1.26
28 C 3.95 -2.49 -1.92
29 O 3.08 -1.79 -1.42
30 O 4.29 -2.53 -3.23
31 C 3.53 -1.65 -4.06
32 H 5.19 -4.17 0.58
33 H 4.69 -2.47 0.62
34 H 3.47 -3.77 0.35
35 H 3.68 -0.61 -3.75
36 H 2.46 -1.91 -4.03
37 H 3.88 -1.76 -5.09

Results of the Mulliken charge analysis, in e, for atoms 1 through 5: -0.4963 0.0849 -0.1581 -0.0676 -0.3848

[2]
Entry from OMol25: a structure of composition C8H14Br2InNiO2 (ωB97M-V with the def2-TZVPD basis set).

Properties
**⟨S²⟩**: 2.0064
**2S+1**: 3
**Charge**: +1
**E_HOMO (alpha / beta)**: -11.05 / -10.96 eV
**HOMO-LUMO gap (alpha / beta)**: 5.19 / 5.00 eV

Element x y z (Å)
1 C -3.14 -0.98 -2.15
2 C -1.72 -1.53 -2.10
3 C -0.74 -0.46 -1.65
4 O -0.66 0.56 -2.33
5 O -0.05 -0.73 -0.55
6 C 1.40 -0.57 -0.70
7 C 1.90 0.82 -0.41
8 In 0.54 2.15 0.76
9 C 0.34 1.58 2.95
10 Br -0.85 2.59 3.94
11 C 1.00 0.55 3.60
12 C 2.00 -0.28 2.90
13 Br 0.71 0.12 5.39
14 H -3.76 -1.50 -2.92
15 H -3.65 -1.07 -1.21
16 H -3.12 0.06 -2.43
17 H -1.36 -1.82 -3.11
18 H -1.63 -2.41 -1.48
19 H 1.89 -1.31 -0.09
20 H 1.63 -0.83 -1.73
21 H 2.86 0.78 0.10
22 H 2.08 1.32 -1.35
23 H -1.10 2.12 0.12
24 H 1.14 3.81 0.69
25 H 1.47 -0.88 2.16
26 H 2.46 -0.96 3.59
27 H 2.77 0.32 2.44
28 Ni -2.42 -1.45 -4.43

Results of the Mulliken charge analysis, in e, for atoms 1 through 5: -1.4659 -0.6123 0.8304 -0.5120 -0.2807

[3]
Entry from OMol25: the molecule C19H14ClFN2O3S2 (ωB97M-V with the def2-TZVPD basis set).

Properties
**Energy above the lowest of the compared OMol25 structures with the same formula, charge and spin**: 0.932 eV
**2S+1**: 1
**E_HOMO**: -8.28 eV
**HOMO-LUMO gap**: 8.70 eV
**Structure (SMILES)**: O=C1COc2ccc(Cc3sc(S)nc3O)cc2N1Cc1ccc(F)c(Cl)c1

Element x y z (Å)
1 O -3.65 0.56 2.74
2 C -3.36 0.34 1.55
3 C -4.58 -0.06 0.73
4 O -4.25 -0.78 -0.44
5 C -3.04 -0.54 -1.03
6 C -2.79 -1.06 -2.24
7 C -1.59 -0.76 -2.94
8 C -0.47 -0.21 -2.28
9 C 0.83 0.02 -3.10
10 C 1.88 0.92 -2.40
11 S 1.68 2.60 -2.35
12 C 3.17 2.72 -1.41
13 S 3.95 4.07 -0.59
14 N 3.72 1.59 -1.22
15 C 3.03 0.56 -1.74
16 O 3.44 -0.70 -1.64
17 C -0.67 0.22 -0.94
18 C -1.90 -0.02 -0.28
19 N -2.09 0.50 1.04
20 C -1.03 0.93 1.94
21 C 0.03 -0.11 2.20
22 C -0.34 -1.45 2.48
23 C 0.66 -2.51 2.68
24 C 2.00 -2.16 2.65
25 F 2.90 -3.16 2.62
26 C 2.36 -0.83 2.41
27 Cl 4.06 -0.35 2.27
28 C 1.39 0.18 2.17
29 H -5.32 -0.68 1.27
30 H -5.04 0.89 0.37
31 H -3.68 -1.55 -2.71
32 H -1.38 -1.04 -3.99
33 H 1.31 -0.95 -3.32
34 H 0.52 0.46 -4.05
35 H 5.10 3.59 -0.42
36 H 4.42 -0.67 -1.61
37 H 0.16 0.42 -0.26
38 H -0.40 1.73 1.54
39 H -1.58 1.30 2.82
40 H -1.44 -1.72 2.45
41 H 0.34 -3.52 3.03
42 H 1.66 1.23 1.99

Results of the Mulliken charge analysis, in e, for atoms 1 through 5: -0.6608 0.6563 -0.2649 -0.4707 -0.1123

[4]
Entry from OMol25: a structure of composition C13H33ClGaIN3P3 (ωB97M-V with the def2-TZVPD basis set).

Properties
**2S+1**: 1
**Charge**: +2
**E_HOMO**: -12.93 eV
**HOMO-LUMO gap**: 5.31 eV

Element x y z (Å)
1 C -1.38 -1.07 -0.33
2 I 0.12 1.95 0.01
3 H -1.61 -1.84 -1.09
4 H -0.38 -1.29 0.08
5 H -1.29 -0.07 -0.83
6 Ga -2.92 -1.29 1.14
7 P -2.17 -0.58 3.22
8 C -0.36 -0.35 3.21
9 C -2.80 0.92 4.06
10 H -2.72 0.83 5.16
11 H -2.40 -1.92 5.29
12 H -3.85 1.09 3.78
13 H -3.55 -2.42 4.00
14 H -0.11 0.62 2.76
15 H -2.20 1.80 3.76
16 C -2.53 -2.09 4.21
17 H 0.03 -0.39 4.25
18 H -1.84 -2.89 3.89
19 H 0.10 -1.15 2.61
20 P -3.08 0.76 -2.12
21 C -1.77 1.13 -3.37
22 C -3.98 -0.49 -3.13
23 H -4.99 2.17 -1.67
24 H -4.45 2.38 -3.39
25 H -3.53 3.12 -2.04
26 C -4.13 2.26 -2.34
27 H -4.82 -0.89 -2.54
28 H -4.33 -0.06 -4.08
29 H -2.24 1.21 -4.36
30 H -1.05 0.30 -3.34
31 H -3.30 -1.33 -3.34
32 H -1.24 2.05 -3.11
33 Cl -4.81 -0.46 0.45
34 C 4.79 0.94 -1.14
35 N 4.50 0.84 0.31
36 C 4.62 -0.55 0.79
37 N 3.80 -1.49 -0.01
38 C 4.17 -1.38 -1.44
39 N 3.97 0.00 -1.96
40 C 2.55 0.37 -2.02
41 P 1.96 0.43 -0.28
42 C 3.21 1.41 0.65
43 C 2.36 -1.30 0.21
44 H 5.85 0.65 -1.24
45 H 4.66 1.98 -1.48
46 H 4.28 -0.57 1.84
47 H 5.68 -0.84 0.71
48 H 3.59 -2.09 -2.04
49 H 5.24 -1.64 -1.50
50 H 2.38 1.35 -2.49
51 H 1.97 -0.38 -2.58
52 H 3.00 1.31 1.72
53 H 3.14 2.45 0.32
54 H 1.79 -1.99 -0.43
55 H 2.09 -1.46 1.27

Results of the Mulliken charge analysis, in e, for atoms 1 through 5: 0.0499 0.0026 0.4388 -0.1903 -0.6815

[5]
Entry from OMol25: the ion C7H7N2O2 with charge -1 (ωB97M-V with the def2-TZVPD basis set).

Properties
**Energy above the lowest of the compared OMol25 structures with the same formula, charge and spin**: 2.147 eV
**2S+1**: 1
**Charge**: -1
**E_HOMO**: -3.17 eV
**HOMO-LUMO gap**: 6.53 eV
**Structure (SMILES)**: [H]/N=C/c1c([O-])ccn(C)c1=O

Element x y z (Å)
1 H -3.74 -2.31 0.56
2 N -3.33 -1.34 0.23
3 C -2.03 -1.42 -0.03
4 C -1.20 -0.26 -0.36
5 C -1.54 1.15 -0.40
6 O -2.63 1.69 -0.66
7 C -0.38 1.90 -0.12
8 C 0.86 1.45 0.04
9 N 1.31 0.12 -0.06
10 C 2.75 -0.14 0.25
11 C 0.38 -0.86 -0.32
12 O 0.65 -2.05 -0.45
13 H -1.53 -2.40 -0.24
14 H -0.44 3.05 0.12
15 H 1.52 2.06 0.50
16 H 2.84 -0.29 1.33
17 H 3.18 -1.05 -0.23
18 H 3.33 0.71 -0.14

Results of the Mulliken charge analysis, in e, for atoms 1 through 5: 0.1715 -0.6507 -0.1575 0.0674 0.2335

[6]
Entry from OMol25: a structure of composition C23H21N6O8PtS3 (ωB97M-V with the def2-TZVPD basis set).

Properties
**⟨S²⟩**: 6.0463
**Energy above the lowest of the compared OMol25 structures with the same formula, charge and spin**: 0.273 eV
**2S+1**: 5
**Charge**: +1
**E_HOMO (alpha / beta)**: -9.03 / -11.02 eV
**HOMO-LUMO gap (alpha / beta)**: 4.70 / 3.32 eV

Element x y z (Å)
1 Pt -0.69 -0.84 -0.49
2 O 1.75 2.43 3.55
3 C 1.29 3.41 2.69
4 C 0.63 4.56 3.19
5 C 0.31 5.57 2.30
6 C 0.41 5.40 0.93
7 C 0.80 4.16 0.46
8 C 1.31 3.14 1.29
9 C 1.54 1.71 0.87
10 O 2.44 1.16 0.25
11 N 0.42 1.01 1.32
12 N 0.53 -0.25 0.91
13 C 1.22 -1.20 1.51
14 C 1.02 -2.51 0.99
15 C 1.74 -3.60 1.41
16 C 1.32 -4.84 0.95
17 C 0.34 -4.92 0.00
18 C -0.28 -3.76 -0.43
19 N 0.12 -2.57 0.00
20 H 1.95 2.82 4.39
21 H 0.33 4.57 4.23
22 H 0.07 6.57 2.73
23 H 0.25 6.20 0.23
24 H 0.67 3.93 -0.58
25 H 1.87 -0.96 2.34
26 H 2.62 -3.46 2.02
27 H 1.82 -5.73 1.31
28 H -0.04 -5.89 -0.23
29 H -1.10 -3.68 -1.14
30 O -3.17 1.55 -2.23
31 S -2.69 1.55 -0.83
32 O -2.72 2.78 -0.03
33 O -1.23 1.13 -0.87
34 C -3.69 0.31 0.19
35 C -3.87 0.77 1.51
36 C -4.64 0.04 2.43
37 C -5.29 -1.09 1.99
38 C -5.03 -1.58 0.66
39 C -4.19 -0.89 -0.22
40 S -3.48 -1.88 -1.55
41 O -3.40 -3.24 -1.01
42 O -4.20 -1.54 -2.78
43 O -2.08 -1.30 -1.86
44 H -3.32 1.68 1.82
45 H -4.61 0.28 3.50
46 H -6.00 -1.61 2.56
47 H -5.43 -2.57 0.42
48 C 5.57 -0.57 -2.49
49 C 4.38 -1.35 -2.08
50 C 3.03 -0.92 -2.58
51 N 1.96 -1.40 -1.97
52 N 0.85 -0.74 -2.17
53 C 0.88 0.16 -3.16
54 N -0.16 0.84 -3.65
55 S 2.52 0.20 -3.85
56 H 6.45 -1.08 -2.06
57 H 5.64 0.44 -2.19
58 H 5.84 -0.65 -3.56
59 H 4.24 -1.33 -0.98
60 H 4.43 -2.46 -2.24
61 H -1.09 0.81 -3.11
62 H -0.19 1.22 -4.62

Results of the Mulliken charge analysis, in e, for atoms 1 through 5: 1.4113 -0.4985 0.6904 -0.7603 -0.3537